1.
Entry from OMol25: an isolated molecule of C9H10N2O (ωB97M-V with the def2-TZVPD basis set).

Geometry as XYZ:
```
22
Properties=species:S:1:pos:R:3:forces:R:3
H -2.143 4.054 -0.208 -0.26 -0.41 -0.02
N -1.931 3.312 0.466 -0.11 1.09 -0.27
C -1.435 2.281 -0.054 0.38 0.38 -1.33
C -0.891 1.290 0.887 1.79 -2.32 1.86
N -1.487 -0.076 0.604 -0.66 0.26 1.82
C -0.481 -0.907 0.096 -0.21 -1.91 -0.91
C -0.641 -2.226 -0.349 2.29 -0.97 0.12
C 0.549 -2.818 -0.993 -2.30 3.04 0.12
C 1.597 -2.060 -1.461 1.20 1.80 2.14
C 1.810 -0.775 -0.864 -3.72 -2.81 -0.10
C 0.790 -0.304 -0.102 -2.88 0.68 1.30
C 0.719 1.026 0.604 -1.32 -0.91 -0.69
O 1.647 1.071 1.629 -0.63 -0.71 2.36
H -1.289 2.103 -1.197 -0.24 0.18 1.87
H -1.006 1.625 2.004 -0.01 -0.50 -2.21
H -2.265 -0.448 1.275 2.35 0.87 -1.82
H -1.501 -2.870 -0.084 0.53 0.59 -0.39
H 0.529 -3.758 -1.391 -0.53 -2.63 -0.56
H 2.429 -2.429 -2.018 0.07 -0.71 -0.52
H 2.561 -0.120 -0.991 3.10 1.67 -0.80
H 1.057 1.661 -0.147 0.51 2.14 -0.86
H 1.381 0.368 2.295 0.64 1.17 -1.11
```
Forces are in eV/Å.

Structure (SMILES): [H]/N=C/[C@H]1Nc2ccccc2[C@@H]1O
E_tot: -533.62319 a.u.
ΔE to the lowest compared entry with this formula, charge and spin: 318.1 kJ/mol
Lowest unoccupied orbital energy: 0.0294 hartree
Net charge: 0



2.
Entry from OMol25: a cluster of 2 separate species, C9H10N2O2S in total (ωB97M-V with the def2-TZVPD basis set).

Geometry as XYZ:
```
24
Properties=species:S:1:pos:R:3:forces:R:3
O 1.038 -1.389 1.592 1.14 0.58 1.67
S 0.385 -1.365 0.339 -1.59 -2.27 -1.62
O -0.227 -2.629 -0.062 0.30 1.04 -0.25
C -0.934 -0.153 0.354 -0.01 0.12 1.21
C -1.863 0.059 1.381 0.64 -0.76 1.13
C -2.887 1.029 1.148 1.58 -1.29 -0.18
C -2.799 1.792 -0.014 1.59 -1.38 0.32
C -1.738 1.553 -0.867 -0.18 -1.54 -0.19
N -0.881 0.533 -0.735 -0.27 1.66 -1.22
C 1.506 -0.816 -0.944 -0.09 1.15 -0.56
C 2.352 0.327 -0.505 0.49 -0.11 1.45
C 2.983 -1.061 -0.557 -2.75 1.87 0.40
H -1.611 -0.573 2.330 -1.31 1.37 -1.63
H -3.719 1.116 1.807 -0.31 0.17 0.54
H -3.485 2.489 -0.360 -1.41 1.21 0.02
H -1.652 1.991 -1.823 -0.09 1.06 -0.73
H 1.062 -0.562 -1.930 0.36 -1.43 0.70
H 2.067 0.841 0.409 0.39 -0.23 0.07
H 2.818 0.947 -1.243 -0.50 0.46 -0.43
H 3.648 -0.984 -1.349 1.37 -1.13 -1.11
H 3.109 -1.564 0.367 0.52 -0.61 0.35
C -3.690 -2.008 -1.424 1.46 -1.49 -0.17
N -4.556 -1.374 -1.760 -2.29 2.03 -0.38
H -2.939 -2.736 -1.428 0.97 -0.50 0.62
```
Forces are in eV/Å.

Structure (SMILES): O=S(=O)(c1ccccn1)C1CC1.C#N
E_tot: -1007.00247 a.u.
ΔE to the lowest compared entry with this formula, charge and spin: 433.4 kJ/mol
Lowest unoccupied orbital energy: 0.0120 hartree
Net charge: 0



3.
Entry from OMol25: a cluster of 2 separate species, C9H10N2OS2 in total (ωB97M-V with the def2-TZVPD basis set).

Geometry as XYZ:
```
24
Properties=species:S:1:pos:R:3:forces:R:3
C 0.628 -3.191 1.229 -0.96 1.10 -0.30
C 0.246 -2.010 0.495 0.63 0.12 0.95
C -0.909 -1.007 1.007 -0.39 -2.88 -3.00
S 0.027 0.576 1.426 0.98 -1.08 -0.39
N -0.904 1.581 2.517 -4.53 0.43 -3.28
C -2.119 1.707 2.031 -0.62 0.06 2.27
S -3.749 1.855 1.827 4.58 -0.33 0.20
C 0.306 1.469 -0.209 0.29 1.59 -1.31
C 1.044 2.806 -0.069 -0.67 -0.47 -3.67
C 1.299 3.580 -1.418 -2.73 -5.27 0.54
C 0.757 2.778 -2.646 0.28 -0.10 1.61
C 0.063 1.406 -2.586 1.39 2.26 2.64
N -0.174 0.772 -1.338 1.90 3.78 -0.24
H 1.676 -3.280 1.675 -1.16 -0.76 -1.93
H -0.132 -4.057 1.327 0.96 0.99 1.08
H 0.839 -1.778 -0.468 -0.58 0.58 2.09
H -1.440 -1.455 1.911 0.91 1.07 -0.93
H -1.638 -0.836 0.127 0.98 0.44 1.67
H 1.403 3.240 0.934 -0.78 -1.00 -1.72
H 1.805 4.593 -1.480 -0.78 -1.62 0.04
H 0.910 3.241 -3.687 -0.30 -0.81 1.81
H -0.276 0.869 -3.539 0.56 0.92 1.71
O -0.044 -6.172 0.809 -0.22 1.11 0.55
H 0.381 -6.685 0.126 0.25 -0.13 -0.39
```
Forces are in eV/Å.

E_tot: -1329.58962 a.u.
ΔE to the lowest compared entry with this formula, charge and spin: 1157.7 kJ/mol
Lowest unoccupied orbital energy: -0.0907 hartree
Net charge: 0



4.
Entry from OMol25: an isolated molecule of C9H10N2S (ωB97M-V with the def2-TZVPD basis set).

Geometry as XYZ:
```
22
Properties=species:S:1:pos:R:3:forces:R:3
C 2.705 -1.301 0.020 -1.13 0.82 -0.13
C 1.862 -1.993 -0.878 1.98 0.59 0.08
C 2.320 -0.071 0.480 -0.41 -2.05 -0.21
C 0.711 -1.490 -1.264 -2.39 1.98 2.29
C 1.023 0.481 0.223 0.53 -1.54 -1.05
C 0.129 -0.362 -0.519 2.84 -0.85 -0.77
C 0.944 2.869 0.838 0.05 0.89 0.29
C -2.233 0.311 -0.193 -0.11 0.47 1.01
C -2.036 0.734 1.246 -0.55 -0.64 -0.89
N 0.885 1.774 0.317 -0.14 1.31 0.24
N -1.132 -0.144 -0.846 -2.87 -1.73 -2.28
S -3.775 0.200 -1.026 -0.32 -0.26 1.30
H 3.660 -1.674 0.292 0.64 -0.36 0.14
H 2.238 -2.750 -1.471 0.89 -1.99 -0.69
H 3.038 0.323 1.128 0.59 1.57 0.92
H 0.040 -2.041 -1.885 -0.24 -0.24 -0.70
H 1.320 3.774 0.285 -0.38 -0.68 0.10
H -1.855 1.779 1.300 -0.01 1.04 0.32
H -1.136 0.250 1.563 0.60 -0.33 0.48
H -2.830 0.444 1.945 -0.08 0.09 -0.43
H -1.346 -0.838 -1.625 -0.35 1.53 1.15
H -4.531 -0.277 0.071 0.85 0.37 -1.15
```
Forces are in eV/Å.

E_tot: -856.45507 a.u.
ΔE to the lowest compared entry with this formula, charge and spin: 524.0 kJ/mol
Lowest unoccupied orbital energy (spin up / spin down): 0.0127 / -0.0031 hartree
Net charge: 0



5.
Entry from OMol25: a structure of composition C9H10N3O4SSbSe4Tc (ωB97M-V with the def2-TZVPD basis set).

Geometry as XYZ:
```
33
Properties=species:S:1:pos:R:3:forces:R:3
Tc 0.303 0.533 1.319 -0.23 0.69 -0.29
N 1.331 -0.481 2.946 0.24 0.33 0.08
C 1.465 -1.886 2.517 -0.10 -0.90 -0.07
C 0.137 -2.310 1.884 0.72 -0.50 0.42
O -0.370 -3.392 2.071 0.14 -0.02 0.08
N -0.395 -1.313 1.135 -0.01 0.23 -0.44
C -1.780 -1.464 0.820 -0.46 -0.16 -0.22
C -2.583 -0.554 1.736 -1.07 -0.61 -1.00
O -3.758 -0.385 1.708 0.19 -0.12 0.09
O -1.774 0.158 2.586 0.83 0.70 0.63
H 0.772 -0.459 3.804 0.04 0.12 -0.23
H 2.253 -0.119 3.202 -0.33 0.01 -0.08
H 2.259 -1.962 1.767 -0.10 0.06 0.12
H 1.697 -2.561 3.344 -0.04 0.14 -0.07
H -2.004 -1.150 -0.206 -0.05 -0.04 0.15
H -2.101 -2.506 0.948 -0.01 0.23 -0.04
O -0.611 1.193 -0.569 -0.25 -0.14 0.59
N -0.112 0.687 -1.712 0.42 -0.13 -0.05
C -0.825 0.869 -2.837 -0.23 0.12 -0.29
C -0.362 0.412 -4.044 0.15 -0.13 0.12
C 0.859 -0.262 -4.090 -0.13 0.15 0.16
C 1.584 -0.423 -2.930 -0.15 0.07 0.09
C 1.091 0.076 -1.723 -0.08 -0.01 -0.06
S 2.000 -0.013 -0.265 -0.08 0.38 0.64
H -1.762 1.391 -2.715 0.01 -0.07 0.05
H -0.948 0.587 -4.930 -0.09 -0.02 -0.08
H 1.239 -0.648 -5.023 0.03 -0.03 -0.10
H 2.538 -0.925 -2.912 0.04 -0.03 -0.05
Se 0.942 4.535 1.290 -0.47 0.24 -0.31
Sb -1.043 3.860 -0.517 0.80 -0.09 -0.90
Se -1.725 1.924 2.140 0.81 0.30 -0.07
Se 1.619 2.499 1.850 -0.08 -0.85 0.14
Se 0.063 4.092 -2.594 -0.45 0.04 0.99
```
Forces are in eV/Å.

E_tot: -11138.89240 a.u.
ΔE to the lowest compared entry with this formula, charge and spin: 262.7 kJ/mol
Lowest unoccupied orbital energy: -0.2284 hartree
Net charge: +1



6.
Entry from OMol25: an isolated molecule of C9H10N4O (ωB97M-V with the def2-TZVPD basis set).

Geometry as XYZ:
```
24
Properties=species:S:1:pos:R:3:forces:R:3
C 2.383 -2.917 0.646 0.29 -0.10 3.01
C 1.927 -1.800 0.114 -0.09 0.36 -0.46
C 1.737 -0.481 0.738 0.60 -1.69 0.64
C 0.563 0.111 0.861 0.33 -3.22 -1.61
N -0.589 -0.437 0.244 -0.70 -0.78 -0.30
C -0.675 -1.530 -0.612 -1.29 1.68 -1.29
N -1.762 -1.435 -1.343 1.29 -2.95 0.18
N -2.491 -0.480 -0.860 -2.46 2.37 -0.20
C -1.818 0.168 0.014 0.25 0.30 2.13
C -2.308 1.454 0.637 -0.58 -0.85 0.11
O -3.307 1.615 1.309 0.24 -0.69 -0.29
N -1.530 2.488 0.314 0.73 2.10 0.14
C -0.337 2.528 -0.433 0.67 1.91 0.79
C -0.011 1.670 -1.359 -1.61 0.29 0.06
H 2.378 -3.747 -0.018 0.26 -0.91 0.00
H 2.610 -3.077 1.799 -0.21 0.46 -2.71
H 1.542 -1.935 -0.881 0.90 0.41 -0.41
H 2.616 -0.243 1.310 -0.09 0.96 0.25
H 0.441 0.909 1.455 -0.73 2.79 1.84
H 0.016 -2.232 -0.939 0.78 -0.82 0.43
H -1.907 3.371 0.664 0.38 -0.36 -0.06
H 0.367 3.355 -0.126 -0.97 -0.94 -0.37
H 0.850 1.720 -1.892 2.56 0.31 -1.21
H -0.697 0.925 -1.639 -0.53 -0.64 -0.70
```
Forces are in eV/Å.

Structure (SMILES): C=C/C=C\n1cnnc1C(=O)NC=C
E_tot: -643.07088 a.u.
ΔE to the lowest compared entry with this formula, charge and spin: 395.7 kJ/mol
Lowest unoccupied orbital energy: 0.0090 hartree
Net charge: 0



7.
Entry from OMol25: a structure of composition C9H10N4OS2 (ωB97M-V with the def2-TZVPD basis set).

Geometry as XYZ:
```
26
Properties=species:S:1:pos:R:3:forces:R:3
O 0.657 2.102 -2.071 0.17 0.06 0.37
H 1.492 1.631 -1.968 -0.01 0.03 -0.06
C 0.042 1.692 -3.273 -0.44 -0.31 -0.33
C -0.733 0.370 -3.104 0.24 0.61 0.03
N 0.118 -0.713 -2.666 -0.14 0.26 -0.09
C 0.326 -1.106 -1.378 0.29 -0.19 -0.17
N -0.016 -0.203 -0.424 -0.26 0.55 -0.62
C -0.011 -0.315 0.963 -0.04 -1.01 0.57
C -0.052 -1.514 1.634 -0.03 0.19 -0.60
C -0.070 -1.481 3.035 -0.01 0.49 0.98
N -0.110 -2.524 3.866 0.00 -0.70 -0.05
S -0.118 -1.978 5.377 0.02 0.65 -1.04
N -0.077 -0.399 5.069 0.01 0.38 0.63
C -0.053 -0.229 3.748 -0.02 -1.04 0.21
C -0.024 0.981 3.032 0.00 0.36 -0.43
C -0.006 0.920 1.671 0.02 0.27 0.49
H 0.017 1.835 1.095 0.01 0.11 -0.04
H -0.017 1.919 3.562 0.00 0.12 0.01
H -0.065 -2.461 1.124 -0.01 0.01 -0.06
H -0.152 0.750 -0.755 0.04 -0.22 0.01
S 1.042 -2.573 -1.128 0.22 -0.51 0.09
H 0.405 -1.399 -3.347 -0.01 -0.01 0.19
H -1.542 0.518 -2.381 0.00 -0.03 -0.11
H -1.178 0.103 -4.064 -0.05 -0.03 0.06
H -0.660 2.484 -3.544 0.06 -0.05 -0.06
H 0.783 1.590 -4.073 -0.06 0.01 0.02
```
Forces are in eV/Å.

E_tot: -1439.60767 a.u.
Lowest unoccupied orbital energy: -0.0164 hartree
Net charge: 0



8.
Entry from OMol25: the ion C9H10NO3S with charge -1 (ωB97M-V with the def2-TZVPD basis set).

Geometry as XYZ:
```
24
Properties=species:S:1:pos:R:3:forces:R:3
C -1.760 2.561 0.172 -1.67 3.82 0.02
C -0.093 -0.797 1.442 1.53 -0.83 -1.45
C 0.847 -0.899 0.475 -0.92 2.87 -0.41
C -2.689 -1.391 -0.669 -1.11 -0.85 0.44
C -0.366 0.888 -1.083 0.01 -0.09 2.03
C 1.014 0.330 -0.540 -0.65 -0.69 0.71
C -1.349 1.298 0.052 2.81 -3.38 0.28
C 1.832 -2.003 0.324 -1.42 1.01 -1.49
C 1.799 1.487 0.181 1.06 -0.97 -1.63
N -2.154 3.668 0.120 0.53 -0.99 0.28
O -1.755 -1.992 -1.104 1.74 -0.22 -0.38
O -3.830 -1.171 -0.933 -0.85 0.72 -0.27
O -2.473 -0.956 0.909 -0.12 0.51 0.81
S -1.506 0.231 1.352 -1.31 0.19 -0.63
H -0.290 -1.589 2.156 0.16 -0.03 0.00
H -0.251 1.800 -1.630 0.55 0.43 -0.64
H -0.927 0.196 -1.653 0.14 -0.97 -1.01
H 1.643 -0.104 -1.365 -0.72 0.73 0.48
H 2.378 -2.004 -0.604 0.00 0.26 -0.49
H 1.297 -2.888 0.387 -0.89 -1.99 0.09
H 2.510 -1.983 1.075 2.28 0.03 2.52
H 1.503 2.419 -0.277 -0.08 0.43 0.09
H 2.882 1.358 -0.033 -0.46 0.11 0.09
H 1.737 1.540 1.247 -0.60 -0.10 0.59
```
Forces are in eV/Å.

E_tot: -1027.58692 a.u.
ΔE to the lowest compared entry with this formula, charge and spin: 120.2 kJ/mol
Lowest unoccupied orbital energy: 0.1129 hartree
Net charge: -1



9.
Entry from OMol25: an isolated molecule of C9H10O2 (ωB97M-V with the def2-TZVPD basis set).

Geometry as XYZ:
```
21
Properties=species:S:1:pos:R:3:forces:R:3
C -3.495 -0.909 -0.071 -0.55 1.25 -1.67
O -2.566 0.128 0.101 0.80 0.90 0.44
C -1.334 -0.373 0.381 1.28 1.41 -1.23
C -0.171 0.235 -0.032 -1.95 -0.70 0.69
C -0.106 1.609 -0.528 -0.11 0.03 0.79
C 0.967 2.419 -0.298 -1.17 -4.29 -0.07
C 2.162 1.810 0.222 -0.22 -0.51 1.07
C 2.196 0.487 0.465 2.70 -0.74 0.10
C 1.107 -0.405 0.173 1.12 1.51 0.01
C 1.377 -1.640 -0.176 -2.40 -2.15 -0.59
O 2.512 -2.299 -0.297 3.70 -0.74 0.20
H -4.481 -0.367 -0.077 0.68 -1.22 0.53
H -3.248 -1.653 0.684 -1.01 -0.40 -0.03
H -3.321 -1.261 -1.115 -0.39 -0.52 0.75
H -1.387 -1.301 0.919 0.53 -0.38 0.26
H -1.059 2.006 -0.828 -0.14 0.38 -0.14
H 0.736 3.395 -0.363 0.17 3.51 -0.52
H 2.957 2.368 0.644 0.76 0.80 -0.25
H 3.204 -0.028 0.771 -1.97 1.32 -0.23
H 0.489 -2.317 -0.413 1.42 0.80 0.05
H 3.460 -1.903 -0.163 -3.26 -0.25 -0.15
```
Forces are in eV/Å.

Structure (SMILES): CO/C=c1\cccc\c1=C/O
E_tot: -499.29362 a.u.
ΔE to the lowest compared entry with this formula, charge and spin: 362.8 kJ/mol
Lowest unoccupied orbital energy: 0.0120 hartree
Net charge: 0



10.
Entry from OMol25: the ion C9H10O6P with charge -1 (ωB97M-V with the def2-TZVPD basis set).

Geometry as XYZ:
```
26
Properties=species:S:1:pos:R:3:forces:R:3
C -4.164 -0.335 0.402 0.79 -0.23 -0.67
C -2.722 -0.327 -0.120 -1.56 0.39 1.20
C -1.807 0.437 0.579 0.71 -0.22 -0.34
C -0.498 0.454 0.133 0.12 0.66 0.77
C -0.124 -0.274 -0.972 1.45 0.11 -0.80
C 1.342 -0.283 -1.435 -1.18 -0.31 0.34
O 2.108 0.662 -0.692 1.04 -1.21 -0.63
P 2.938 0.041 0.535 0.43 1.60 2.09
O 2.113 -0.338 1.686 -0.80 -0.79 -0.18
O 3.755 -1.267 0.062 0.05 0.62 -0.64
O 3.967 1.174 0.970 -0.63 -1.27 -1.59
C 3.202 2.232 1.689 -1.38 3.15 1.95
O 2.478 2.997 1.029 0.73 -1.42 -1.02
O 3.397 2.287 2.898 0.96 -1.05 -0.26
C -1.040 -1.009 -1.693 -0.15 0.13 0.28
C -2.348 -1.019 -1.242 -0.18 -0.79 -0.99
H -4.268 -1.020 1.252 -0.02 0.24 -0.03
H -4.825 -0.686 -0.397 -0.14 0.24 0.23
H -4.386 0.694 0.696 -0.41 -0.29 0.07
H -2.060 0.998 1.473 -0.18 -0.06 -0.13
H 0.231 1.053 0.672 0.00 -0.15 -0.15
H 1.395 -0.068 -2.509 0.16 0.27 0.25
H 1.696 -1.315 -1.302 0.23 0.28 -0.01
H 3.435 -1.944 0.674 0.12 0.00 0.03
H -0.729 -1.552 -2.583 -0.13 0.00 0.07
H -3.085 -1.593 -1.803 -0.02 0.10 0.17
```
Forces are in eV/Å.

Structure (SMILES): Cc1ccc(CO[P@@](=O)(O)OC(=O)[O-])cc1
E_tot: -1141.95089 a.u.
Lowest unoccupied orbital energy: 0.1077 hartree
Net charge: -1



| no. | strongest force on any atom (eV/A) |
| --- | --- |
| 1 | 4.658 |
| 2 | 3.353 |
| 3 | 5.959 |
| 4 | 4.049 |
| 5 | 1.583 |
| 6 | 3.615 |
| 7 | 1.224 |
| 8 | 4.407 |
| 9 | 4.449 |
| 10 | 3.953 |